Record 1
The following is a quantum chemistry calculation of C22H42PtSi as an isolated structure, from OMol25.

Output
Orbital gap (spin up / spin down) in eV: 7.62 / 6.65
Energy relative to the best compared isomer or geometry (same formula, charge and spin) in kcal per mole: 8.14
2S+1: 3

Last column: Mulliken charge in e.
CARTESIAN COORDINATES (ANGSTROEM)
Pt  -0.980  0.362  -0.193  -0.243
C  -3.539  0.121  -0.205  0.789
C  -2.976  0.842  0.899  0.518
C  -2.330  2.005  0.372  0.295
C  -2.454  1.951  -1.061  0.669
C  -3.216  0.799  -1.395  0.587
C  -3.631  0.361  -2.764  -1.660
C  -2.021  3.056  -1.971  -1.604
C  -1.863  3.195  1.147  -1.416
C  -3.205  0.585  2.356  -1.749
C  -4.345  -1.135  -0.135  -1.713
H  -4.721  0.290  -2.828  0.340
H  -3.229  -0.626  -3.010  0.273
H  -3.294  1.058  -3.529  0.410
H  -2.688  3.917  -1.861  0.333
H  -2.029  2.754  -3.018  0.454
H  -1.011  3.390  -1.726  0.266
H  -2.571  4.023  1.039  0.367
H  -0.889  3.541  0.797  0.251
H  -1.774  2.963  2.209  0.416
H  -3.976  1.257  2.746  0.296
H  -2.294  0.753  2.931  0.326
H  -3.528  -0.440  2.541  0.451
H  -5.343  -0.967  -0.548  0.414
H  -4.459  -1.487  0.889  0.389
H  -3.885  -1.939  -0.717  0.300
C  1.649  0.584  -2.549  -1.666
C  2.363  0.402  -1.193  2.492
C  3.671  -0.365  -1.444  -1.751
C  2.716  1.817  -0.700  -1.844
Si  1.202  -0.458  0.124  -0.941
C  1.101  -2.384  -0.237  2.410
C  2.334  -3.146  0.277  -1.666
C  0.990  -2.615  -1.754  -1.880
C  -0.153  -3.025  0.397  -1.653
C  1.849  -0.142  1.924  2.620
C  1.185  -1.146  2.880  -1.910
C  3.374  -0.261  2.072  -1.768
C  1.411  1.257  2.407  -1.569
H  2.259  1.233  -3.194  0.534
H  0.674  1.057  -2.431  0.165
H  1.500  -0.357  -3.080  0.273
H  4.315  0.207  -2.128  0.525
H  3.491  -1.338  -1.908  0.293
H  4.237  -0.533  -0.524  0.273
H  3.273  2.347  -1.486  0.599
H  3.346  1.805  0.192  0.311
H  1.814  2.400  -0.476  0.125
H  3.267  -2.751  -0.134  0.259
H  2.267  -4.204  -0.015  0.522
H  2.410  -3.116  1.367  0.273
H  1.895  -2.320  -2.291  0.314
H  0.143  -2.069  -2.184  0.211
H  0.832  -3.686  -1.945  0.588
H  -0.124  -3.030  1.486  0.277
H  -0.233  -4.069  0.063  0.537
H  -1.064  -2.508  0.094  0.157
H  1.531  -2.170  2.720  0.313
H  0.093  -1.133  2.779  0.203
H  1.430  -0.876  3.916  0.582
H  3.749  -1.235  1.748  0.281
H  3.658  -0.132  3.125  0.521
H  3.901  0.506  1.500  0.302
H  0.331  1.391  2.291  0.109
H  1.905  2.068  1.872  0.260
H  1.658  1.366  3.472  0.561

Record 2
The following is a quantum chemistry calculation of C22H43AsN4OPdSi3 as an isolated structure, from OMol25.

Output
Orbital gap in eV: 7.97
Energy relative to the best compared isomer or geometry (same formula, charge and spin) in kcal per mole: 0.00
Charge: +2

Last column: Mulliken charge in e.
CARTESIAN COORDINATES (ANGSTROEM)
Pd  0.551  0.425  -0.107  0.588
N  2.861  -1.013  -1.553  0.262
C  2.343  -1.841  -0.560  0.204
C  2.849  -3.130  -0.386  -1.052
C  2.336  -3.927  0.609  -0.488
C  1.340  -3.427  1.442  -0.936
C  0.870  -2.161  1.208  -0.715
N  1.340  -1.394  0.202  0.756
C  3.297  0.293  -1.302  0.623
C  4.434  0.765  -1.955  -1.020
C  4.862  2.047  -1.696  -0.404
C  4.165  2.829  -0.780  -1.081
C  3.051  2.292  -0.185  -0.274
N  2.610  1.046  -0.451  0.379
H  3.463  -1.505  -2.197  0.358
H  3.652  -3.476  -1.023  0.469
H  2.722  -4.927  0.756  0.446
H  0.933  -4.013  2.253  0.507
H  0.088  -1.714  1.805  0.367
H  4.971  0.125  -2.643  0.404
H  5.742  2.434  -2.192  0.451
H  4.479  3.834  -0.542  0.455
H  2.458  2.848  0.527  0.445
C  -2.530  -2.212  2.261  -1.007
Si  -2.716  -2.340  0.413  0.428
C  -2.006  -3.905  -0.296  -0.852
C  -4.497  -2.070  -0.059  -1.059
As  -1.595  -0.538  -0.705  0.131
Si  -2.282  1.656  -0.186  0.228
C  -2.511  1.713  1.656  -0.925
C  -3.722  2.358  -1.124  -1.034
C  -0.701  2.563  -0.693  -0.866
Si  -1.462  -0.912  -3.066  0.171
C  -0.286  -2.342  -3.312  -0.749
C  -0.791  0.656  -3.815  -1.002
C  -3.177  -1.295  -3.675  -1.051
H  -3.158  -2.996  2.694  0.427
H  -2.903  -1.259  2.636  0.318
H  -1.522  -2.362  2.648  0.342
H  -2.482  -4.765  0.183  0.413
H  -0.928  -3.988  -0.138  0.215
H  -2.202  -3.979  -1.367  0.244
H  -5.097  -2.889  0.349  0.393
H  -4.667  -2.040  -1.135  0.289
H  -4.877  -1.142  0.373  0.289
H  -3.338  1.074  1.967  0.275
H  -2.757  2.729  1.976  0.414
H  -1.603  1.404  2.176  0.214
H  -4.638  1.811  -0.891  0.332
H  -3.582  2.337  -2.206  0.335
H  -3.879  3.397  -0.824  0.366
H  0.257  2.409  -0.133  0.100
H  -0.836  3.605  -0.374  0.540
H  -0.492  2.569  -1.763  0.444
H  0.574  -2.288  -2.646  0.045
H  0.086  -2.331  -4.339  0.436
H  -0.780  -3.301  -3.152  0.341
H  0.192  0.919  -3.419  0.167
H  -1.469  1.501  -3.677  0.270
H  -0.686  0.502  -4.892  0.467
H  -3.549  -2.241  -3.279  0.295
H  -3.142  -1.389  -4.764  0.407
H  -3.898  -0.513  -3.433  0.330
C  1.313  3.937  3.810  -0.946
N  2.000  2.662  3.943  0.133
C  2.941  2.534  5.047  -0.823
C  1.746  1.649  3.124  0.097
O  0.954  1.675  2.174  -0.396
H  0.803  4.179  4.742  0.369
H  0.585  3.868  3.007  0.197
H  2.030  4.730  3.592  0.344
H  2.428  2.682  5.997  0.322
H  3.730  3.281  4.955  0.321
H  3.390  1.544  5.038  0.255
H  2.318  0.742  3.366  0.260

Record 3
The following is a quantum chemistry calculation of a 2-piece molecular cluster, C22H43BrO4P overall, from OMol25.

Output
Orbital gap in eV: 10.06
Charge: +1

Last column: Mulliken charge in e.
CARTESIAN COORDINATES (ANGSTROEM)
C  -5.051  -0.780  2.490  -1.178
C  -4.485  -1.484  1.260  0.051
C  -4.603  -0.692  -0.044  -0.814
C  -3.695  0.551  -0.202  -0.875
C  -2.384  0.551  0.589  0.325
C  -1.621  1.871  0.567  -0.831
C  -0.884  2.150  -0.754  -0.705
C  0.329  3.091  -0.640  -1.228
C  1.728  2.429  -0.596  -0.178
C  2.267  2.089  0.817  -1.098
C  2.665  0.614  1.018  -1.046
C  1.471  -0.338  0.858  0.407
P  1.882  -2.061  1.054  0.055
C  0.536  -3.096  0.437  -0.449
O  1.057  -4.405  0.416  -0.308
C  0.180  -5.369  -0.127  0.611
C  -0.509  -6.184  0.904  -0.990
O  0.092  -5.427  -1.274  -0.436
C  2.324  -2.515  2.744  -1.171
C  1.652  -1.644  3.818  0.100
C  0.139  -1.843  3.926  -0.910
Br  2.559  -2.034  5.488  -0.046
H  -4.434  0.069  2.810  0.269
H  -5.140  -1.462  3.341  0.357
H  -6.052  -0.386  2.280  0.312
H  -5.011  -2.437  1.117  0.414
H  -3.431  -1.747  1.437  -0.196
H  -5.649  -0.370  -0.125  0.320
H  -4.434  -1.357  -0.898  0.365
H  -4.249  1.467  0.043  0.416
H  -3.437  0.641  -1.265  0.320
H  -1.742  -0.226  0.142  -0.156
H  -2.575  0.240  1.625  0.171
H  -2.318  2.697  0.766  0.544
H  -0.906  1.893  1.399  0.193
H  -1.600  2.564  -1.474  0.541
H  -0.555  1.200  -1.203  0.335
H  0.207  3.702  0.267  0.507
H  0.318  3.796  -1.476  0.377
H  2.434  3.116  -1.073  0.381
H  1.734  1.539  -1.238  0.224
H  3.159  2.684  1.036  0.407
H  1.526  2.363  1.580  0.439
H  3.129  0.494  2.005  0.459
H  3.423  0.331  0.276  0.389
H  1.056  -0.247  -0.155  0.204
H  0.662  -0.112  1.561  -0.044
H  2.966  -2.354  0.229  0.162
H  0.251  -2.722  -0.558  0.569
H  -0.328  -2.991  1.111  0.197
H  -1.233  -5.554  1.435  0.269
H  0.210  -6.562  1.635  0.348
H  -1.036  -7.007  0.420  0.329
H  3.415  -2.476  2.819  0.620
H  2.029  -3.564  2.869  0.625
H  1.887  -0.596  3.624  0.216
H  -0.195  -2.746  3.402  0.186
H  -0.176  -1.956  4.965  0.487
H  -0.404  -0.985  3.515  0.191
O  1.870  1.500  -3.728  -0.572
C  2.158  2.525  -4.275  0.567
O  2.265  3.689  -3.599  -0.274
C  2.526  4.780  -4.508  -0.493
C  3.132  4.129  -5.747  -0.457
C  2.444  2.766  -5.743  -0.609
H  1.576  5.274  -4.721  0.269
H  3.185  5.478  -3.999  0.329
H  2.967  4.713  -6.648  0.328
H  4.207  4.005  -5.612  0.271
H  1.485  2.782  -6.265  0.272
H  3.034  1.947  -6.146  0.336